The following is a quantum chemistry calculation of a molecular structure, C55H64N7ReS in a non-equilibrium geometry, from the OMol25 dataset.

Each line ends with the Mulliken spin population.
Geometry (Å):
H 0.028651 -5.230861 2.828429  0.000
C -0.986615 1.714131 4.915494  -0.001
H -3.687881 -0.547213 -0.465431  -0.008
H 1.091279 2.835628 -3.519891  0.000
C -0.026082 -0.160244 6.135070  -0.002
C -0.515422 -2.093781 4.174450  0.000
C -0.538643 0.257280 4.915824  0.017
H -1.372604 5.463702 -2.349812  -0.001
C 0.826968 3.761904 -3.017743  0.006
H -0.250329 2.604704 0.903742  0.016
C 2.846064 3.878874 0.754891  0.011
N 1.356128 1.613146 0.059531  -0.057
H -1.387041 4.932433 -0.664427  -0.001
H -3.986650 -1.648535 -3.999457  0.002
C 2.254633 -2.285636 0.017562  -0.008
C 2.401829 -1.562258 1.319430  -0.014
H 0.607164 4.515169 -3.768153  0.001
H -0.001338 -3.481286 5.708869  0.000
C -4.297245 1.261990 2.235518  -0.047
C -1.512115 2.797300 -2.578504  0.061
C 1.789804 0.212044 2.615857  0.032
C -0.828370 -3.306232 3.304533  -0.003
H -2.850204 3.675543 -0.315747  -0.001
C 1.414085 -2.282511 -2.186756  -0.001
H -3.296529 2.758650 -5.466905  -0.003
C 0.371893 -4.260091 3.177581  -0.001
H -1.328223 2.236385 2.820820  0.006
H 4.016076 -2.794340 2.016421  -0.001
H -2.609530 1.216317 6.273057  0.000
H -1.392199 -3.965759 1.352568  0.000
N 1.578723 -0.536760 1.533777  0.092
C 1.492257 3.810561 1.045588  -0.006
H -4.791720 1.610533 -0.518726  0.015
H 2.591404 -0.046736 -2.477525  0.002
H -4.711355 4.391437 1.080723  0.008
C -3.239609 2.997067 0.427224  0.098
H -1.607117 -3.852679 3.850022  0.000
H -5.431981 -0.732049 -0.414812  0.003
H -3.496348 -4.029843 -1.256911  0.001
S 0.151475 0.438169 -2.931597  0.008
C -6.141443 1.241308 -2.077573  0.002
H 4.362414 -1.429819 4.060994  0.000
C -3.893402 1.868921 -3.605041  -0.024
C -1.666189 -4.453732 -2.312199  0.010
H 0.415591 -0.262133 -5.639046  0.001
C -2.296102 1.912995 -1.776671  -0.060
H 4.366746 0.903648 -1.172911  0.001
H -0.667400 -2.345697 1.385372  -0.005
C -0.071854 -2.436602 5.447282  -0.003
C -4.597739 -0.430839 -1.044608  0.030
H -2.005552 -5.369674 -2.772943  -0.001
H -2.626749 -1.953055 -0.273995  0.022
C -4.911013 2.482907 2.050494  0.141
C -0.375276 -3.993809 -2.507865  -0.005
C -1.410604 -1.265198 -6.163149  -0.001
H -6.267778 2.262720 -2.423705  0.000
H 1.086132 -3.872140 2.457049  0.001
H -2.748758 2.801588 5.522993  -0.001
C 2.947394 -0.565096 -1.583362  0.018
H 1.161810 1.078884 2.735450  -0.018
C -1.345319 -3.026514 1.901202  0.063
C 3.516228 0.480263 -0.635339  0.009
H -5.822373 2.720667 2.575551  -0.006
H 0.328055 -4.560198 -3.099126  0.001
C -4.309763 3.396834 1.193164  -0.039
C -1.885872 3.087401 -3.887186  -0.031
N -1.820525 1.334135 -0.537882  0.512
H -3.115485 1.356855 4.587705  0.006
H -2.341874 -2.596130 1.915418  0.001
H 3.199009 -2.781484 -0.231870  -0.003
H -0.422393 2.200257 5.715929  0.000
H -1.266074 3.743911 -4.475257  0.003
H 1.697565 4.111305 -2.466679  0.000
C -3.095971 0.890223 1.601571  0.072
H 0.975749 4.625239 1.526733  0.000
H 3.938581 0.005206 0.255661  0.000
C -3.607842 1.592628 -2.271925  0.079
H -4.724372 0.580860 2.958034  0.001
H 0.031402 3.041620 -1.175966  0.015
H -6.335455 0.556553 -2.900076  0.000
C 3.390395 -1.938097 2.221784  0.008
H 2.943767 0.618890 4.365108  0.000
C -0.337441 3.578299 -2.038249  -0.009
H 3.430460 4.755074 0.986071  -0.001
H 1.430570 -1.727550 -3.128967  0.004
H -1.118675 -1.459426 -7.184976  0.000
C -2.495126 -3.703773 -1.489760  -0.013
H -4.834592 1.546285 -4.015458  0.005
C -0.783200 2.596017 3.686112  0.001
H 0.086059 5.582977 -1.376740  0.001
C -0.555102 -0.604879 -5.313186  0.021
C -2.642525 1.706952 0.508410  0.069
H -3.349756 -2.217535 -6.342524  0.001
C -2.460071 1.767764 5.349671  -0.008
H -3.145366 -0.692848 3.026423  0.007
H -4.584415 -1.094482 -1.909966  -0.004
C 0.228710 -1.490653 6.405990  0.004
C 2.683151 1.645662 -0.155918  0.055
Re 0.057810 -0.023801 -0.512006  1.669
H 0.271911 2.701130 3.444827  0.003
N -2.163091 -0.759662 -3.588667  0.029
C -2.445935 -0.127497 2.400103  -0.002
C -0.791422 4.971659 -1.574111  0.011
C -3.031384 2.561827 -4.438647  0.053
C -0.936646 -0.361559 -3.984406  0.032
C 3.584415 -1.172344 3.358355  0.001
H -2.477284 -0.470174 -2.663120  0.002
H 3.783461 -1.210693 -1.886295  -0.002
H -1.156799 3.591679 3.922879  -0.001
C -2.013762 -2.527889 -0.946551  0.037
C -3.022000 -1.394450 -4.411565  0.003
C 0.026307 -2.792044 -1.942173  0.071
H 2.110933 -3.119953 -2.300587  -0.002
H 0.136008 0.566811 6.916741  0.001
C 3.434483 2.775970 0.171480  -0.007
C 0.803833 2.673742 0.680442  0.031
C -4.763257 1.035334 -1.441761  -0.023
N -0.792463 -2.034598 -1.187197  -0.122
N -1.207430 -0.207381 2.674606  0.116
C 2.787403 -0.052687 3.536943  0.005
H -6.902194 1.062540 -1.322369  0.001
H 4.492689 2.777892 -0.042186  0.000
C -2.666990 -1.687172 -5.698230  0.011
N 1.839179 -1.399340 -1.085680  -0.084
H 0.897238 -4.417474 4.113136  0.000
H 0.610438 -1.792303 7.367707  0.000
H 1.499804 -3.071314 0.127145  0.010
C -0.739186 -0.721960 3.883226  -0.002

Forces on the atoms, in the same order (eV/Å):
0.0 -0.1 -0.1
-0.4 0.1 -0.1
0.0 -0.1 0.0
0.1 0.0 -0.1
0.1 -0.2 -0.1
-0.3 0.5 -0.2
0.2 -0.4 -0.4
-0.1 0.1 -0.1
-0.1 -0.2 0.1
0.0 -0.1 -0.1
-0.1 -0.2 0.0
-0.4 0.2 -0.3
0.0 0.1 0.0
0.0 0.0 0.1
-0.1 -0.3 0.5
0.3 -0.3 0.2
0.0 0.1 -0.1
0.1 -0.1 0.0
0.4 -0.3 -0.2
0.0 0.0 0.1
0.0 0.2 0.3
0.1 -0.1 -0.1
0.0 0.0 0.0
-0.2 -0.1 -0.3
0.0 0.0 -0.1
-0.2 0.1 0.1
0.0 0.0 -0.1
0.0 0.0 -0.1
-0.1 -0.1 0.1
0.0 -0.1 -0.1
-0.6 -0.4 -0.7
0.1 -0.2 -0.1
0.0 -0.1 -0.1
0.0 -0.2 0.1
0.0 0.1 0.0
0.1 0.0 -0.1
0.0 0.0 -0.1
-0.1 -0.1 0.0
-0.1 0.0 0.1
0.6 0.2 1.2
0.1 0.1 0.2
0.0 0.0 0.1
0.1 0.0 -0.1
0.0 0.3 0.1
0.1 0.0 0.0
-0.2 0.4 -0.9
0.0 0.0 0.1
0.0 0.0 -0.1
0.2 0.3 0.3
0.0 0.4 0.1
0.0 -0.1 0.0
0.1 -0.1 0.0
0.0 0.2 -0.3
0.0 0.1 0.0
-0.3 -0.1 0.2
-0.1 0.1 -0.1
0.2 0.1 -0.2
-0.1 0.1 0.0
0.5 0.5 -0.2
-0.2 0.0 0.0
0.1 -0.2 0.4
-0.2 -0.3 0.0
-0.1 0.1 0.1
0.1 0.0 0.0
0.0 0.0 0.0
-0.1 -0.1 0.2
0.5 -0.3 0.4
-0.1 -0.1 -0.1
-0.1 0.1 -0.1
-0.1 0.0 -0.1
0.0 -0.1 0.0
0.1 0.1 0.0
0.1 0.1 0.0
-0.4 0.6 -0.3
-0.1 0.0 0.1
0.0 0.0 0.0
-0.1 0.0 0.1
0.1 0.0 0.1
0.0 0.0 -0.2
0.0 0.0 -0.1
-0.2 0.1 -0.1
-0.1 0.0 0.1
0.1 -0.1 0.0
0.1 0.1 0.1
0.1 0.0 0.2
0.0 0.0 -0.1
0.1 0.0 -0.1
-0.2 0.0 0.0
0.0 0.0 0.2
0.0 0.1 0.1
0.0 0.1 0.3
-0.4 0.3 0.4
-0.1 0.0 0.0
0.3 0.1 0.1
-0.1 0.0 0.0
0.0 -0.1 -0.1
-0.1 -0.2 -0.2
0.7 0.2 -0.1
1.2 -0.9 -1.1
0.1 0.0 -0.1
0.3 0.0 -0.2
0.7 -1.2 1.2
0.0 -0.2 0.1
0.0 -0.1 0.2
-0.4 -0.3 -0.1
-0.1 0.0 -0.1
0.0 -0.1 -0.2
-0.2 0.0 0.0
0.0 0.1 0.0
-0.3 0.0 0.2
-0.2 -0.1 -0.1
0.2 -0.2 -0.2
0.0 0.0 0.1
0.0 0.1 0.0
-0.2 0.0 0.0
-0.1 0.3 0.4
-0.1 -0.3 0.1
0.1 0.3 0.3
-0.3 1.3 -2.0
0.0 0.0 -0.1
-0.1 -0.1 0.1
0.1 0.0 0.0
0.2 0.1 -0.1
-0.7 0.7 0.1
0.0 0.0 0.1
0.0 0.0 0.1
0.0 0.0 0.0
0.1 -0.7 1.8

Computed properties:
2S+1: 4
Gap between HOMO and LUMO (alpha / beta): 6.63 / 4.98 eV
LUMO energy (alpha / beta): -8.0261 / -9.6951 eV
HOMO energy (alpha / beta): -0.53867 / -0.53929 hartree
Total charge: +3
⟨S²⟩: 3.805



The following is a quantum chemistry calculation of a molecular structure, C5H6FN in a non-equilibrium geometry, from the OMol25 dataset.

Each line ends with the natural charge from an NBO analysis.
Geometry (Å):
H 0.745124 1.800052 -1.404124  0.230
C 0.416318 1.067952 0.724424  -0.180
N 0.889431 -1.101596 -0.008496  -0.584
H 0.171283 -0.521491 -1.980181  0.202
H 0.597847 1.702915 1.599079  0.222
C 0.448104 1.176421 -0.573763  -0.230
H -1.597107 -1.597573 -0.155000  0.199
C -0.019243 -0.457575 0.915194  -0.128
C 0.107353 -0.245748 -0.973821  -0.127
H 1.828602 -0.834031 0.003081  0.363
C -1.133694 -0.601954 -0.113705  0.211
F -2.257730 0.323522 -0.019396  -0.380
H -0.196293 -0.710888 1.986712  0.203

Forces on the atoms, in the same order (eV/Å):
0.0 0.8 0.7
-0.7 -0.1 2.4
-2.7 -1.5 -1.2
0.1 -0.3 -1.6
0.0 0.0 -0.7
0.2 -0.7 -1.8
0.5 0.4 -0.4
-0.1 2.2 3.0
-0.3 -0.8 -0.4
1.6 0.7 0.5
-1.1 1.0 0.5
2.0 -1.2 -0.3
0.5 -0.4 -0.8

Computed properties:
Energy above the lowest of the compared OMol25 structures with the same formula, charge and spin: 66.15 kcal per mole
Gap between HOMO and LUMO: 10.30 eV
LUMO energy: 1.1300 eV
HOMO energy: -0.33687 hartree
Total charge: 0



| no. | E_tot (a.u.) |
| --- | --- |
| 1 | -2993.08935 |
| 2 | -348.62680 |